Computed, not measured: one molecule with the formula C6H8N2O2, with the ωB97M-V functional and the def2-TZVPD basis.

frontier orbital gap: 9.68 eV
structure (SMILES): [H]/N=C(/O)[C@H](N)c1ccco1
ΔE to the lowest compared entry with this formula, charge and spin: 32.7 kcal per mole
molecular weight: 140.142 g/mol
HOMO: -8.878 eV

Last columns: bonded neighbours and bond lengths (Å).
Atoms and positions in Å:
1 H -1.707 -2.358 0.843  N2 1.020
2 N -1.153 -2.600 0.021  H1 1.020, C3 1.272
3 C -0.093 -1.901 -0.041  N2 1.272, O4 1.336, C5 1.532
4 O 0.711 -2.050 -1.097  C3 1.336, H12 0.992
5 C 0.312 -0.708 0.831  C3 1.532, N6 1.447, C7 1.498, H13 1.100
6 N -0.473 -0.536 2.035  C5 1.447, H14 1.016, H15 1.015
7 C 0.332 0.551 0.020  C5 1.498, C8 1.361, O11 1.356
8 C 1.307 1.449 -0.292  C7 1.361, C9 1.437, H16 1.087
9 C 0.676 2.463 -1.090  C8 1.437, C10 1.361, H17 1.087
10 C -0.633 2.105 -1.184  C9 1.361, O11 1.354, H18 1.086
11 O -0.847 0.942 -0.524  C7 1.356, C10 1.354
12 H 0.111 -2.062 -1.887  O4 0.992
13 H 1.355 -0.902 1.120  C5 1.100
14 H -1.441 -0.297 1.840  N6 1.016
15 H -0.453 -1.357 2.631  N6 1.015
16 H 2.355 1.375 -0.013  C8 1.087
17 H 1.140 3.330 -1.553  C9 1.087
18 H -1.499 2.556 -1.658  C10 1.086

Charges in e, computed with natural (NBO), in the same order as the atoms: H 0.340; N -0.686; C 0.549; O -0.695; C -0.176; N -0.818; C 0.280; C -0.285; C -0.312; C 0.084; O -0.419; H 0.502; H 0.230; H 0.366; H 0.367; H 0.232; H 0.233; H 0.208